Entry 1:
{
  "formula": "C30H60O12S6",
  "method": "ωB97M-V/def2-TZVPD",
  "orbital_gap_ev": 8.30,
  "molar_mass_g_mol": 805.200,
  "homo_energy_ev": -8.5,
  "spin_multiplicity": 1,
  "total_energy_ha": -4470.925426,
  "symbols": ["C", "S", "O", "C", "H", "H", "H", "H", "H", "H", "C", "S", "O", "C", "H", "H", "H", "H", "H", "H", "C", "S", "O", "C", "H", "H", "H", "H", "H", "H", "C", "S", "O", "C", "H", "H", "H", "H", "H", "H", "C", "S", "O", "C", "H", "H", "H", "H", "H", "H", "C", "S", "O", "C", "H", "H", "H", "H", "H", "H", "C", "C", "C", "C", "C", "C", "H", "H", "H", "H", "H", "H", "O", "C", "O", "C", "C", "C", "H", "H", "H", "H", "H", "H", "O", "C", "O", "C", "C", "C", "H", "H", "H", "H", "H", "H", "O", "C", "O", "C", "C", "C", "H", "H", "H", "H", "H", "H"],
  "coordinates": [[1.13186, -9.99481, -15.97280], [-0.01742, -8.71322, -15.43900], [0.72968, -7.83231, -14.46468], [-0.09051, -7.76282, -16.99105], [0.81501, -10.99559, -15.67406], [2.08252, -9.77851, -15.48765], [1.30915, -10.06520, -17.04690], [0.89958, -7.34784, -17.19592], [-0.77369, -6.93318, -16.81768], [-0.36603, -8.37568, -17.84702], [8.87966, -4.09679, -13.52905], [9.30250, -5.65308, -14.37769], [9.27013, -5.36565, -15.86158], [11.06030, -5.72018, -13.84170], [8.62321, -4.39041, -12.51270], [7.97449, -3.68168, -13.97292], [9.66176, -3.34218, -13.55485], [11.37331, -6.71030, -14.18484], [11.23107, -5.69457, -12.76659], [11.73598, -5.02060, -14.33466], [4.94027, -9.28051, -9.02207], [3.96411, -10.75030, -9.38908], [4.83535, -11.78619, -10.02868], [3.69403, -11.36764, -7.70669], [5.19218, -8.73210, -9.92681], [5.86498, -9.61174, -8.54358], [4.35012, -8.65241, -8.35446], [3.34837, -12.38814, -7.81645], [2.97365, -10.73158, -7.19129], [4.64183, -11.26865, -7.17609], [8.82872, -4.89123, -9.24690], [8.04754, -6.25075, -10.18437], [9.01762, -6.52546, -11.31399], [8.47330, -7.54183, -8.94533], [9.84031, -5.13572, -8.93336], [8.19853, -4.78329, -8.36153], [8.80428, -4.02537, -9.90176], [8.38953, -7.13913, -7.93890], [9.49814, -7.85906, -9.14171], [7.87026, -8.42774, -9.12568], [0.44404, -4.77024, -20.07830], [0.32246, -3.59105, -18.68682], [-0.63966, -4.23277, -17.72241], [2.01425, -3.97391, -18.07294], [-0.49693, -4.86303, -20.61681], [0.69121, -5.73546, -19.63766], [1.21412, -4.45382, -20.78144], [2.05943, -4.92548, -17.54407], [2.25273, -3.19039, -17.35625], [2.70502, -3.99067, -18.91333], [2.08416, -13.60336, -11.98243], [2.50237, -13.23528, -13.70194], [1.20153, -13.02493, -14.43058], [3.10667, -11.56374, -13.33366], [1.21107, -13.00370, -11.72247], [2.92013, -13.45191, -11.30098], [1.77268, -14.64784, -11.93354], [3.32667, -11.01439, -14.24731], [4.00032, -11.50308, -12.71043], [2.32742, -11.00415, -12.80867], [4.38197, -6.08089, -15.58440], [3.55669, -6.99283, -14.97166], [3.87036, -7.49581, -13.70697], [5.04554, -7.07477, -13.09218], [5.86374, -6.11585, -13.67888], [5.53803, -5.64322, -14.93246], [4.28769, -5.70509, -16.59591], [2.69662, -7.39770, -15.48133], [3.29875, -8.25926, -13.19704], [5.27621, -7.47793, -12.11197], [6.73408, -5.81859, -13.10719], [6.17519, -4.95922, -15.48378], [6.55875, -11.31224, -14.69684], [7.21331, -10.76582, -13.84972], [8.17780, -9.87825, -14.13931], [8.72588, -9.31839, -12.91656], [7.65521, -9.63395, -11.90137], [7.12591, -10.99014, -12.33158], [8.93426, -8.26557, -13.05425], [9.61577, -9.90607, -12.66764], [6.90421, -8.84438, -11.88133], [8.17800, -9.65793, -10.93877], [6.08227, -11.15455, -12.07624], [7.65430, -11.89327, -12.03270], [0.28471, -1.87857, -12.08525], [0.93054, -2.64009, -12.72890], [0.93514, -3.98172, -12.42748], [1.64964, -4.73572, -13.42187], [1.77314, -3.79362, -14.62845], [1.74657, -2.42583, -14.00994], [1.10123, -5.64601, -13.66042], [2.62062, -5.09148, -13.07150], [0.94896, -3.91482, -15.33211], [2.66595, -4.14546, -15.14637], [1.17228, -1.75798, -14.65167], [2.70270, -1.97177, -13.75220], [3.50297, -9.17671, -18.37784], [4.62826, -8.94826, -18.02433], [5.24376, -7.82003, -18.40162], [6.59562, -7.69290, -17.83653], [6.65453, -8.78266, -16.76132], [5.50007, -9.72332, -17.07360], [6.57091, -6.66158, -17.51163], [7.34897, -7.85709, -18.60488], [6.64858, -8.28426, -15.79136], [7.57511, -9.35930, -16.82114], [4.97268, -10.03256, -16.17596], [5.84633, -10.63156, -17.56670]],
  "forces_ev_per_angstrom": [[0.4, -0.6, -0.3], [0.0, 0.4, -0.2], [-0.3, -0.5, -0.4], [0.4, 0.2, 0.3], [-0.2, 0.2, 0.4], [0.0, 0.1, 0.0], [-0.1, 0.5, 0.0], [0.1, -0.1, 0.2], [-0.1, -0.1, -0.1], [-0.3, -0.1, 0.2], [-0.4, -0.2, 0.1], [0.5, 1.0, -0.7], [0.2, -0.3, 1.2], [0.2, -0.8, -0.5], [0.3, 0.1, 0.1], [0.1, -0.2, -0.2], [0.2, -0.2, -0.1], [0.0, 0.0, 0.1], [-0.5, 0.1, 0.1], [-0.5, 0.4, -0.2], [0.3, -0.4, 0.5], [-0.6, -0.5, -0.5], [0.1, 0.4, 0.1], [0.5, 1.1, 0.0], [-0.2, -0.2, -0.2], [0.0, 0.1, 0.1], [0.1, 0.0, 0.0], [0.0, -0.1, 0.1], [-0.2, -0.1, -0.1], [0.0, -0.5, 0.0], [-0.8, -0.5, 0.0], [2.1, -0.5, 0.2], [-0.9, 0.1, 0.3], [0.0, 0.1, -0.4], [0.1, -0.2, -0.3], [0.0, 0.5, -0.1], [0.0, 0.1, 0.2], [-0.2, -0.2, 0.1], [0.1, 0.4, -0.1], [-0.3, 0.2, 0.2], [0.0, 0.1, 0.1], [0.0, -1.5, 0.3], [0.5, 0.5, -0.4], [-0.4, 0.4, 0.0], [-0.1, 0.2, 0.2], [0.1, 0.0, 0.0], [0.1, 0.0, 0.1], [-0.4, -0.1, -0.2], [0.2, 0.1, -0.1], [0.1, 0.2, 0.0], [-0.4, -0.5, 0.0], [-0.3, 0.8, 0.0], [0.7, -0.2, 0.5], [0.0, 0.7, 0.2], [0.1, 0.2, 0.0], [0.1, 0.2, -0.1], [0.1, 0.0, -0.1], [0.0, -0.4, -0.2], [0.0, -0.6, 0.0], [-0.2, -0.2, -0.1], [1.2, 0.3, 0.2], [-0.4, -0.8, -0.1], [0.9, 0.1, -0.1], [-0.6, 0.1, 0.1], [0.0, -0.4, 0.5], [0.0, 0.3, -0.4], [-0.6, -0.2, 0.0], [-0.2, 0.2, 0.0], [-0.4, 0.1, -0.3], [0.1, 0.1, 0.0], [0.1, 0.2, -0.3], [0.1, 0.1, 0.3], [0.2, 0.2, 0.1], [-0.1, -1.2, 0.1], [0.1, 0.4, -0.1], [-0.3, -0.9, -0.4], [1.1, 0.0, 1.7], [-0.9, 1.0, -1.1], [0.0, 0.0, -0.1], [0.2, 0.3, -0.2], [-0.2, -0.2, -0.1], [-0.4, 0.0, 0.1], [0.0, 0.0, 0.1], [0.4, 0.2, 0.0], [0.1, 0.6, 0.2], [-0.1, -1.4, -0.4], [0.3, 0.4, 0.0], [-0.5, -0.2, -0.4], [0.6, -1.4, 0.1], [-0.7, 0.5, 0.0], [-0.3, 0.1, 0.1], [0.1, 0.5, 0.3], [-0.2, -0.1, 0.2], [0.2, 0.7, -0.1], [0.2, 0.4, 0.2], [0.1, -0.1, -0.1], [-0.1, -0.3, -0.1], [-0.4, 0.3, 0.5], [0.7, 0.1, -0.5], [-1.2, -0.5, -0.3], [0.8, 0.3, 0.0], [0.1, 0.2, 0.2], [0.7, 0.0, 0.4], [-0.2, 0.2, -0.2], [-0.4, -0.4, 0.2], [0.2, 0.3, 0.1], [-0.3, 0.0, -0.1], [0.0, 0.0, 0.0]],
  "lowdin_charge": [-0.25, 0.87, -0.58, -0.25, 0.03, 0.03, 0.05, 0.04, 0.04, 0.06, -0.25, 0.81, -0.56, -0.25, 0.01, 0.05, 0.06, 0.04, 0.04, 0.06, -0.26, 0.81, -0.56, -0.24, 0.03, 0.05, 0.06, 0.05, 0.05, 0.05, -0.25, 0.85, -0.59, -0.24, 0.06, 0.05, 0.05, 0.05, 0.07, 0.01, -0.26, 0.84, -0.57, -0.26, 0.05, 0.05, 0.05, 0.04, 0.03, 0.05, -0.27, 0.85, -0.56, -0.26, 0.06, 0.04, 0.05, 0.02, 0.03, 0.06, -0.10, -0.09, -0.07, -0.09, -0.09, -0.09, 0.10, 0.07, 0.10, 0.07, 0.06, 0.10, 0.11, -0.47, 0.02, -0.13, -0.17, -0.05, 0.08, 0.14, 0.09, 0.10, 0.08, 0.14, 0.12, -0.46, 0.02, -0.14, -0.17, -0.07, 0.10, 0.11, 0.11, 0.08, 0.12, 0.13, 0.09, -0.50, 0.00, -0.10, -0.14, -0.07, 0.10, 0.12, 0.10, 0.11, 0.10, 0.13]
}

---

Entry 2:
{
  "formula": "C30H62ClF6N3O8P3S2",
  "method": "ωB97M-V/def2-TZVPD",
  "orbital_gap_ev": 7.07,
  "molar_mass_g_mol": 899.336,
  "homo_energy_ev": -10.2,
  "spin_multiplicity": 1,
  "total_charge": 1,
  "total_energy_ha": -4825.893558,
  "symbols": ["C", "C", "P", "C", "C", "C", "C", "C", "C", "C", "F", "F", "C", "F", "F", "F", "C", "S", "C", "O", "C", "O", "C", "C", "O", "C", "C", "C", "O", "C", "O", "N", "P", "S", "C", "C", "C", "F", "P", "O", "Cl", "H", "H", "H", "H", "H", "H", "H", "H", "H", "H", "H", "H", "H", "H", "H", "H", "H", "H", "H", "H", "H", "H", "H", "H", "H", "H", "H", "H", "H", "H", "H", "H", "H", "H", "H", "H", "H", "H", "H", "H", "C", "C", "C", "O", "C", "N", "H", "H", "H", "H", "H", "H", "H", "H", "H", "H", "H", "C", "C", "C", "O", "C", "N", "H", "H", "H", "H", "H", "H", "H", "H", "H", "H", "H"],
  "coordinates": [[2.46066, 0.58214, 5.07575], [1.39367, 1.30700, 4.25361], [1.62855, 1.08231, 2.46404], [3.33687, 0.84057, 1.86719], [4.04139, -0.41712, 2.43720], [0.31548, 1.77564, 1.30288], [-0.87361, 1.78371, 2.31027], [-2.32950, 2.03282, 1.84544], [-3.05939, 3.06959, 2.72064], [-4.46058, 2.59024, 3.00480], [-5.11737, 2.42558, 1.83791], [-4.39895, 1.39769, 3.64512], [-5.24128, 3.54477, 3.92865], [-4.47804, 3.89974, 4.97661], [-6.33076, 2.90040, 4.40750], [-5.65561, 4.63010, 3.26132], [0.19410, 0.84760, 0.01334], [-1.37691, -0.16654, -0.08757], [1.27448, -0.24058, -0.18205], [0.86260, -1.39083, -0.87402], [1.30046, -2.57726, -0.24156], [1.27048, -3.63206, -1.11554], [0.01216, -3.82548, -1.76283], [0.09849, -3.32420, -3.19455], [0.57828, -4.38224, -4.01227], [-0.00854, 1.94138, -1.06803], [0.02986, 1.75075, -2.59860], [0.19367, 0.35866, -3.16157], [1.56717, -0.08208, -3.10639], [2.14150, -0.14598, -4.36594], [1.91294, -1.07189, -5.13724], [1.00321, 3.00463, -0.66650], [2.71585, 2.77454, -1.23461], [3.18429, 4.26188, -2.37655], [0.68814, 3.27776, 0.78389], [1.80402, 3.96116, 1.57934], [2.21310, 5.35500, 1.16643], [1.41795, 4.00790, 2.89371], [-0.83296, 4.45363, 0.60865], [-0.72746, 5.22014, 2.02848], [-0.25652, 5.90663, -0.76413], [2.24507, 0.73990, 6.11904], [2.39797, -0.48462, 4.90179], [3.46288, 0.89110, 4.81959], [0.45205, 0.87858, 4.55645], [1.37065, 2.32905, 4.61614], [3.42269, 0.76545, 0.79658], [3.97191, 1.68510, 2.14027], [3.29558, -1.09474, 2.82832], [4.56267, -0.93017, 1.64187], [4.75951, -0.15089, 3.19054], [-0.86320, 0.80081, 2.74988], [-0.65010, 2.53684, 3.05063], [-2.44440, 2.36795, 0.82889], [-2.88984, 1.11767, 1.95920], [-3.14390, 4.02127, 2.21711], [-2.57943, 3.20982, 3.68036], [-2.30857, 0.77555, -0.29616], [2.15001, 0.13810, -0.69889], [1.61721, -0.58696, 0.78207], [2.33396, -2.50669, 0.08185], [0.66449, -2.79840, 0.62191], [-0.14276, -4.89400, -1.81932], [-0.80636, -3.37930, -1.20624], [-0.85669, -2.95362, -3.55413], [0.84906, -2.54597, -3.20445], [1.38711, -4.09643, -4.43148], [-1.01088, 2.26217, -0.84853], [0.77420, 2.37200, -3.08762], [-0.90674, 2.12645, -2.98983], [-0.45806, -0.38038, -2.72703], [-0.07548, 0.41235, -4.20990], [2.80271, 0.69724, -4.60083], [0.76664, 3.76039, -1.33212], [3.57151, 2.69553, -0.13543], [2.76873, 1.58575, -1.97195], [2.72274, 3.38300, 1.57678], [2.35068, 5.46444, 0.09852], [3.13068, 5.62497, 1.66510], [1.47561, 6.08172, 1.46765], [-1.43869, 5.87108, 2.02369], [5.31875, -5.78006, -5.17148], [4.70190, -4.50052, -5.72699], [5.67736, -3.31678, -5.78807], [5.93312, -2.69463, -4.54073], [6.91912, -3.32733, -3.74410], [3.50100, -4.17529, -4.95287], [5.43512, -5.74211, -4.08860], [4.67782, -6.63168, -5.39496], [6.29727, -5.97157, -5.61536], [4.39199, -4.70880, -6.75458], [5.22458, -2.53961, -6.40946], [6.61934, -3.60272, -6.27220], [7.71221, -3.76338, -4.35658], [6.48060, -4.09898, -3.10713], [7.35803, -2.56768, -3.09726], [3.03712, -3.38065, -5.38622], [3.80810, -3.81966, -4.05169], [-6.44882, -2.96131, 2.64613], [-6.36415, -1.48336, 3.01418], [-7.73121, -0.80917, 3.19396], [-8.40201, -0.50738, 1.98751], [-9.13040, -1.57860, 1.41415], [-5.54274, -0.78824, 2.01817], [-6.72648, -3.10775, 1.60281], [-5.48042, -3.43974, 2.79071], [-7.17610, -3.48269, 3.27069], [-5.84906, -1.41758, 3.97733], [-7.56834, 0.15561, 3.68254], [-8.37931, -1.39620, 3.85708], [-9.56805, -2.22350, 2.18079], [-8.50302, -2.17411, 0.74656], [-9.93585, -1.14796, 0.82061], [-5.41018, 0.16756, 2.31963], [-6.10035, -0.70396, 1.17229]],
  "forces_ev_per_angstrom": [[-0.3, -0.5, -0.7], [0.5, 1.0, 0.8], [-1.1, -2.7, -0.3], [1.3, 0.8, 0.9], [-0.7, 0.1, -0.4], [1.2, 0.8, 1.1], [-0.5, 0.2, -1.2], [-0.3, 0.5, 0.7], [0.0, -0.4, 0.0], [0.8, 0.6, 0.2], [-0.5, -0.1, 0.0], [-0.1, -0.1, 0.2], [-1.1, -0.6, 0.3], [-0.3, 0.1, -0.5], [0.6, 0.6, -0.3], [0.4, -0.2, 0.4], [-1.8, 0.0, -0.7], [0.2, -0.6, 0.1], [0.4, -0.5, -0.1], [-0.3, 0.6, -0.3], [0.0, -1.0, 0.1], [0.0, 0.1, -0.1], [0.0, -0.2, -0.4], [0.7, -0.5, 0.2], [-0.7, 0.1, 0.1], [1.2, -1.5, -0.3], [-0.1, -0.5, 0.2], [0.1, -0.2, -0.7], [0.5, 0.6, -0.7], [-0.9, -2.7, -1.4], [0.7, 2.5, 1.9], [-0.5, -0.1, -0.4], [1.5, 1.4, -1.8], [-0.3, -0.3, 0.3], [-0.7, 0.0, -0.2], [0.9, 0.6, -0.4], [-0.3, 0.3, -0.1], [-0.4, -0.1, 0.5], [-0.9, -0.5, 0.0], [0.2, 0.0, -0.3], [0.3, -0.2, -0.1], [0.2, 0.2, 0.4], [0.1, -0.3, 0.0], [0.3, 0.2, 0.2], [-0.4, -0.2, -0.3], [0.0, 0.4, -0.3], [-0.5, 0.1, -0.3], [0.1, 0.3, -0.1], [0.0, -0.3, 0.3], [0.2, -0.1, -0.2], [0.2, 0.0, 0.4], [0.0, -0.3, 0.4], [0.3, 0.1, 0.4], [0.1, 0.0, -0.3], [0.1, -0.4, -0.3], [0.0, 0.4, 0.0], [0.2, 0.1, 0.2], [0.3, 0.1, 0.2], [0.1, 0.3, -0.2], [-0.1, 0.3, 0.5], [0.3, 0.3, 0.1], [-0.2, 0.3, 0.2], [-0.1, -0.3, 0.1], [-0.1, 0.2, 0.2], [-0.3, 0.0, -0.1], [-0.2, 0.6, 0.0], [0.5, -0.3, -0.2], [-0.1, 1.1, 0.3], [0.3, 0.3, 0.1], [-0.4, 0.1, 0.0], [0.0, -0.3, 0.5], [-0.2, 0.0, -0.3], [0.1, -0.1, 0.1], [0.2, 0.7, 0.6], [-0.5, -0.5, 0.3], [-0.4, -0.3, 0.6], [-0.1, -0.6, -0.1], [0.2, -0.1, -0.2], [0.4, -0.1, 0.1], [-0.3, 0.1, 0.1], [-0.2, 0.3, 0.5], [0.0, -0.1, -0.1], [0.1, -0.2, 0.2], [-0.1, 0.1, -0.2], [0.1, -0.1, 0.0], [-0.1, 0.1, 0.1], [-0.1, 0.3, -0.1], [0.0, 0.1, 0.0], [0.0, 0.0, 0.0], [0.0, 0.0, 0.0], [0.0, 0.1, 0.0], [0.0, 0.0, 0.0], [0.0, -0.1, 0.1], [0.0, 0.0, 0.0], [0.1, -0.1, 0.0], [0.0, 0.0, 0.0], [0.1, 0.1, -0.1], [0.0, -0.1, 0.1], [0.0, -0.1, 0.1], [-0.1, -0.2, -0.2], [0.1, 0.2, 0.2], [0.0, -0.1, 0.0], [0.0, 0.1, -0.1], [0.0, 0.1, -0.1], [0.0, 0.1, 0.0], [0.0, 0.0, 0.0], [0.0, 0.0, 0.0], [0.0, 0.1, 0.0], [0.0, 0.0, 0.0], [0.0, -0.1, 0.0], [0.0, 0.0, 0.0], [0.0, -0.1, 0.1], [0.0, 0.0, 0.0], [0.0, -0.1, 0.0], [0.0, -0.1, 0.0]],
  "lowdin_charge": [-0.13, -0.39, 1.08, -0.41, -0.13, -0.39, -0.20, -0.23, -0.09, -0.46, 0.14, 0.12, -0.52, 0.17, 0.16, 0.18, -0.51, 0.97, -0.27, -0.19, -0.25, -0.07, -0.15, -0.22, -0.05, -0.29, -0.09, -0.16, -0.11, -0.25, 0.10, -0.20, 0.49, 0.28, -0.40, -0.43, -0.06, 0.00, 0.71, -0.29, 0.34, 0.08, 0.07, 0.06, 0.08, 0.07, 0.03, 0.07, 0.06, 0.07, 0.07, 0.10, 0.09, 0.04, 0.09, 0.10, 0.13, -0.09, 0.09, 0.06, 0.14, 0.15, 0.13, 0.12, 0.12, 0.09, 0.02, 0.09, 0.10, 0.14, 0.10, 0.13, 0.15, 0.03, 0.00, 0.00, 0.09, 0.02, 0.10, 0.06, 0.08, -0.06, -0.42, -0.20, -0.20, -0.11, 0.05, 0.07, 0.08, 0.08, 0.14, 0.12, 0.12, 0.09, 0.08, 0.08, 0.06, 0.08, -0.07, -0.43, -0.20, -0.19, -0.10, 0.05, 0.06, 0.07, 0.08, 0.14, 0.12, 0.12, 0.09, 0.08, 0.09, 0.02, 0.07]
}